The following is a quantum chemistry calculation of a structure of composition C25H24Br2ClN4O3PbSSbSe4, from OMol25.

Cartesian coordinates (Å):
Pb1 -1.767948 -0.052729 0.816328
C1 -7.603141 0.205437 -0.133288
C2 -6.626242 -0.637369 0.633458
C3 -7.005721 -1.461237 1.680300
C4 -6.044163 -2.136583 2.412544
C5 -4.724053 -1.961014 2.045491
Br1 -3.367804 -2.865659 3.019662
N1 -4.332949 -1.215889 1.035348
C6 -5.268274 -0.560507 0.350550
H1 -8.628078 -0.139551 0.013236
H2 -7.371374 0.201160 -1.199559
H3 -7.535254 1.239546 0.217290
H4 -8.053052 -1.544458 1.953710
H5 -6.300516 -2.748881 3.264803
H6 -4.904548 0.067087 -0.462584
Se1 -2.459824 5.303758 0.356830
Sb1 -3.744564 3.241518 0.344927
Se2 -2.906256 1.882036 2.517312
Se3 -2.485277 1.545034 -1.258980
Se4 -5.050197 1.482534 3.292457
C7 2.855972 -3.840491 1.847849
C8 1.551832 -3.949380 1.106795
C9 1.298050 -4.961413 0.193583
C10 0.082698 -5.011810 -0.476577
C11 -0.838574 -4.024745 -0.177517
Br2 -2.553990 -4.057009 -1.004089
N2 -0.622328 -3.049412 0.669813
C12 0.551151 -3.002407 1.294536
H7 3.449456 -4.748788 1.734758
H8 2.684860 -3.660296 2.910444
H9 3.433871 -2.994691 1.463853
H10 2.056721 -5.710587 -0.006923
H11 -0.140045 -5.782649 -1.200850
H12 0.693829 -2.148531 1.960287
S1 1.529089 -0.743633 -0.930223
C13 2.429999 -0.658487 -2.306657
N3 2.818103 0.596253 -2.762361
C14 3.625218 0.782259 -3.809360
C15 4.071395 -0.289756 -4.516457
C16 3.625905 -1.554467 -4.071002
N4 2.855948 -1.743847 -3.035569
H13 2.495924 1.393677 -2.217480
H14 3.897840 1.803357 -4.039601
H15 4.729026 -0.178316 -5.363731
H16 3.929345 -2.456770 -4.597293
C17 1.665372 4.377420 -1.592354
C18 2.745997 3.576305 -0.933850
C19 4.039232 3.556416 -1.442090
C20 5.049316 2.850808 -0.799274
Cl1 6.661633 2.840937 -1.493243
C21 4.795464 2.169571 0.372098
C22 3.508304 2.180845 0.902133
C23 2.478432 2.860819 0.254143
O1 1.220216 2.916117 0.713493
C24 1.035466 2.701293 2.115059
C25 1.104965 1.234938 2.611428
O2 2.046528 0.978198 3.379732
O3 0.202918 0.398983 2.252655
H17 2.081996 5.054488 -2.343359
H18 1.105166 4.954236 -0.848621
H19 0.925628 3.727273 -2.064888
H20 4.264538 4.120943 -2.341112
H21 5.585573 1.624324 0.872078
H22 3.302636 1.626361 1.811879
H23 0.060552 3.123683 2.348808
H24 1.787980 3.273725 2.659203

Forces on the atoms, in the same order (eV/Å):
0.1 -0.3 0.1
0.1 0.1 0.1
0.0 0.0 0.0
0.0 0.0 0.0
-0.1 0.0 0.1
0.0 0.1 -0.2
0.0 0.0 0.0
-0.1 -0.1 0.0
0.0 0.1 -0.1
0.0 0.0 0.0
0.0 0.0 0.0
0.0 0.0 0.0
0.0 0.0 0.0
0.0 0.0 0.0
0.0 0.0 0.1
0.0 0.0 -0.1
0.3 -0.3 0.0
0.1 0.5 -0.1
0.0 0.4 -0.1
-0.4 -0.2 0.2
-0.1 0.1 -0.1
0.1 -0.1 0.1
-0.1 0.0 -0.1
0.1 -0.1 0.0
0.2 0.1 0.2
0.0 0.0 -0.1
-0.1 -0.2 0.0
-0.1 0.2 0.1
0.0 0.0 0.0
0.0 0.0 0.0
0.0 -0.1 0.0
0.0 0.0 0.0
0.0 0.0 0.0
0.0 -0.1 -0.1
0.1 -0.1 -0.1
-0.2 0.1 0.5
0.0 0.1 0.0
0.2 0.1 -0.2
0.1 0.0 -0.2
-0.2 0.0 0.3
0.1 -0.1 -0.2
0.1 -0.1 0.1
0.0 0.0 0.1
0.0 0.0 0.0
0.0 0.0 0.0
-0.2 0.1 0.1
0.1 -0.1 0.1
0.0 -0.1 0.0
-0.1 0.0 -0.1
0.0 0.0 0.0
-0.1 0.0 0.0
0.1 -0.2 0.0
0.3 0.1 -0.1
-0.1 -0.1 -0.1
-0.2 0.0 0.2
-0.2 -0.8 0.1
-0.1 0.0 0.0
0.7 0.9 -0.1
0.0 -0.1 0.1
0.0 -0.1 -0.1
-0.1 0.0 0.0
0.0 0.0 0.0
0.0 0.0 0.0
0.0 0.1 0.0
-0.2 -0.1 -0.1
0.1 -0.1 0.0

DFT total energy   -17457.2539 hartree
HOMO   -1.123 eV
Relative energy (zero: lowest compared OMol25 entry of this formula, charge and spin)   51.4 kcal/mol
Net charge   -2
F_max   0.02271 Eh/bohr